[1]
DFT (ωB97M-V with the def2-TZVPD basis set) results for C55H70CaN2O4Si2 as an isolated structure at a distorted geometry.

The net charge is -2. The calculated total energy is -103539.56883 eV. The gap between HOMO and LUMO (alpha / beta) is 6.3 / 6.3 eV. For the LUMO energy (alpha / beta), the calculation gives 4.25 / 4.25 eV. The value obtained for the largest force on an atom is 3.48 eV/Å. The energy relative to the best compared isomer or geometry (same formula, charge and spin) is 0.0 kcal per mole. The HOMO energy (alpha / beta) comes out at -2.03 / -2.03 eV.

The geometry in XYZ format:
```
134
Properties=species:S:1:pos:R:3:forces:R:3
Ca 0.6775 -0.5752 -0.2106 -0.035 -0.561 -0.464
C 1.3116 -3.3244 0.2285 -0.695 -0.515 -0.570
C 0.1809 -2.9275 1.0631 2.311 -0.699 0.946
C 0.8756 -2.2892 2.2175 -1.135 0.055 -1.297
C 2.2708 -2.2291 1.9327 -1.862 -0.403 -0.394
C 2.5537 -2.9071 0.7285 -1.845 0.442 0.860
C 3.8998 -3.4098 0.4019 1.392 -0.074 -0.183
C 4.9431 -2.2812 0.5530 0.850 -0.021 0.747
C 4.1973 -4.5207 1.4295 -1.397 0.333 1.688
C 3.8924 -4.0335 -0.9722 0.025 0.046 0.183
C 0.2597 -1.6175 3.4445 -0.743 -0.968 0.949
C 1.4543 -1.0699 4.2261 0.088 0.131 -0.741
C -0.7999 -0.5445 3.0486 0.076 0.754 0.634
C -0.3535 -2.6752 4.4702 -1.208 0.334 -2.131
C -1.1383 -3.7370 0.8737 0.459 0.730 -1.849
C -1.1440 -4.1635 -0.6184 -0.181 1.010 -0.340
C -2.4092 -2.9910 1.2388 0.776 2.352 0.798
C -1.1718 -5.0656 1.5577 0.653 0.463 1.599
H 1.1700 -3.9893 -0.6422 0.481 0.760 0.567
H 2.9681 -1.7533 2.5674 0.681 0.286 0.260
H 4.9220 -1.8654 1.5587 -0.505 -0.037 0.360
H 4.7786 -1.4069 -0.0674 -0.030 -0.178 -0.533
H 6.0152 -2.5890 0.5391 -0.615 -0.238 -0.720
H 3.9952 -4.0529 2.4319 0.477 -0.441 -0.650
H 5.1904 -4.9856 1.4788 -0.135 0.066 -0.521
H 3.3561 -5.2556 1.3622 0.922 0.136 -0.136
H 3.4793 -3.3472 -1.6824 -0.085 0.473 -0.622
H 3.2516 -4.9018 -0.9595 -0.241 -0.386 -0.054
H 4.8800 -4.3480 -1.2514 0.641 -0.149 -0.338
H 2.0235 -0.3297 3.6324 -0.241 -0.295 0.376
H 2.0585 -1.9797 4.3997 0.117 0.806 0.305
H 1.1400 -0.6217 5.1469 -0.147 0.270 0.724
H -0.1889 0.2173 2.5916 0.036 0.455 -0.857
H -1.2916 0.0782 3.8582 0.480 -1.187 -0.153
H -1.6156 -0.8591 2.3658 0.843 0.064 0.390
H 0.4262 -3.3340 4.8080 0.226 -0.821 -0.303
H -1.2528 -3.2029 3.9680 1.548 0.574 1.149
H -0.6565 -2.1684 5.3741 -0.559 0.415 0.218
H -0.9106 -3.3189 -1.2906 -0.167 -0.389 0.188
H -2.1009 -4.5832 -0.9249 -0.158 -0.034 0.158
H -0.3700 -4.9091 -0.7672 -0.160 -0.218 -0.165
H -2.5742 -2.0613 0.6542 0.598 -0.329 0.187
H -2.2910 -2.6469 2.3000 -0.532 -0.471 -0.808
H -3.3457 -3.4760 1.1059 -0.635 -1.195 0.027
H -0.3310 -5.6681 1.2452 0.372 -0.212 0.308
H -2.0624 -5.5307 1.2316 -1.132 -0.869 -0.207
H -1.2274 -4.9119 2.6451 0.244 -0.463 -0.124
C 4.2831 0.1641 -3.4476 0.671 0.165 2.035
C 3.1722 -0.5037 -2.6509 1.817 1.693 0.961
N 2.9810 -0.1935 -1.4123 -0.858 -0.485 -0.321
O 3.7578 0.8493 -0.8516 -0.305 -0.722 -0.332
C 2.3646 -1.4664 -3.3036 -2.062 -0.404 -0.546
C 2.8486 -2.3183 -4.4347 0.572 2.412 -0.242
N 1.0895 -1.5423 -2.9230 0.190 0.144 0.211
O 0.2823 -2.3267 -3.5553 0.601 0.192 0.288
H 4.0381 0.1695 -4.4640 -0.403 0.426 -1.520
H 5.2185 -0.3813 -3.3588 0.137 -0.535 0.054
H 4.5707 1.1464 -3.0291 -0.692 -0.250 -0.385
H 3.2786 0.8336 -0.0041 0.224 0.705 0.205
H 3.6473 -1.8522 -5.0617 -0.391 -0.558 0.673
H 2.0110 -2.5256 -5.0343 -1.159 -0.305 -0.955
H 3.1183 -3.2040 -3.9709 1.125 -2.151 0.381
O 1.4606 1.1901 0.9725 0.100 -0.303 -0.318
Si 1.2995 2.7472 0.7800 -0.087 1.128 0.198
C 1.4054 3.3469 -1.0279 0.629 -1.427 -0.152
C 0.8152 2.5574 -2.0383 -0.963 -0.171 0.321
C 1.0798 2.7181 -3.3857 1.504 1.097 0.140
C 2.0496 3.6794 -3.7959 -0.600 0.012 1.151
C 2.6069 4.5318 -2.8229 0.333 -1.944 0.233
C 2.3742 4.2273 -1.4532 -0.503 1.708 -1.597
C -0.2506 3.5737 1.4720 -0.714 0.080 -1.134
C -1.2010 4.1148 0.5800 -0.463 0.252 0.686
C -2.2906 4.8789 1.0378 1.002 -0.637 0.448
C -2.3787 5.2133 2.3817 0.624 -0.967 0.732
C -1.4586 4.6323 3.3202 -1.110 0.261 -3.285
C -0.4601 3.7736 2.8256 -0.860 1.730 0.781
C 2.6549 3.6604 1.7835 -0.224 -0.110 0.203
C 2.6278 4.9743 2.2724 0.999 -0.377 -0.139
C 3.7051 5.4256 3.0487 -0.718 -1.001 -0.357
C 4.7233 4.5605 3.3938 1.134 0.085 0.691
C 4.7577 3.2360 2.9770 -0.718 1.071 0.092
C 3.7012 2.8301 2.1922 -0.054 -1.319 -0.679
H 0.0699 1.7954 -1.7477 0.325 0.279 -0.151
H 0.6278 2.0686 -4.1044 -0.183 -0.295 -0.323
H 2.3799 3.7021 -4.8247 -0.140 0.237 -0.149
H 3.4344 5.2102 -3.0470 -0.437 -0.035 -0.171
H 2.8873 4.8849 -0.7907 0.405 0.105 0.875
H -1.1525 3.9450 -0.4891 0.298 -0.122 0.171
H -3.0844 5.1220 0.3618 -0.201 0.429 -0.374
H -3.2156 5.8322 2.7019 0.211 -0.096 0.192
H -1.6278 4.8678 4.3282 0.239 0.048 1.384
H 0.2425 3.4667 3.5550 0.762 -0.802 0.485
H 1.8145 5.6390 2.0313 -0.208 0.117 -0.034
H 3.7178 6.3938 3.4702 -0.078 1.069 0.229
H 5.5274 4.9164 4.0535 -0.322 -0.020 -0.284
H 5.5378 2.5896 3.3227 0.251 -0.391 -0.057
H 3.6348 1.7801 1.8648 0.161 0.485 0.251
C -2.8840 2.9108 -2.3267 -0.841 0.208 1.681
C -3.2025 1.4964 -2.8506 0.143 0.460 1.576
C -4.6504 1.4942 -3.2314 -1.476 -1.085 -1.005
C -2.2977 1.2317 -3.9975 0.507 -0.263 -1.300
Si -2.9120 0.3129 -1.3711 1.161 0.659 1.315
O -1.3788 0.2352 -0.8779 -0.276 -0.063 -0.336
C -3.8865 1.1516 0.1409 -1.032 -0.902 -1.685
C -5.2886 1.3676 0.2228 1.075 -0.900 -1.115
C -5.8591 1.8715 1.3536 -0.528 0.299 1.398
C -5.0353 2.2008 2.4236 1.601 -0.448 1.153
C -3.6289 1.9577 2.3947 -2.872 0.377 -1.029
C -3.1050 1.4705 1.2223 -0.108 0.523 0.288
C -3.6108 -1.3899 -1.7599 0.642 0.978 -0.569
C -4.8067 -1.7831 -1.2130 0.491 -1.203 -0.573
C -5.3052 -3.0226 -1.5484 -1.445 -1.344 -0.193
C -4.6861 -3.9254 -2.4243 0.258 1.764 0.764
C -3.4819 -3.4734 -2.9279 0.977 -2.255 -0.904
C -2.9432 -2.2573 -2.6419 0.268 1.399 0.536
H -3.2469 3.6857 -3.0001 -0.012 0.093 -0.383
H -1.8300 3.0906 -2.1303 0.120 -0.231 -0.241
H -3.4152 3.0873 -1.3363 0.567 -0.111 -1.099
H -4.8331 1.9534 -4.2180 0.120 0.510 0.306
H -5.2676 1.9496 -2.4646 -0.085 0.453 -0.031
H -5.1309 0.4973 -3.3893 0.719 0.198 0.287
H -2.2507 2.1607 -4.5978 0.205 -0.301 -0.059
H -2.7079 0.4532 -4.6599 0.299 -0.011 0.203
H -1.2776 0.9514 -3.6842 -0.389 0.052 -0.174
H -5.9035 1.0703 -0.6272 -0.017 0.073 0.236
H -6.9451 1.9116 1.5289 0.458 0.228 -0.472
H -5.4470 2.5609 3.3645 -0.186 0.036 -0.184
H -2.9848 2.1748 3.1975 0.484 0.377 0.986
H -2.0574 1.4758 1.1226 1.210 -0.651 -0.122
H -5.2810 -1.2226 -0.4529 -0.567 0.656 0.524
H -6.2548 -3.2913 -1.1105 -0.236 -0.256 0.184
H -5.0203 -4.9189 -2.6632 -0.395 -0.112 0.149
H -2.8452 -4.2204 -3.4385 -0.380 0.631 -0.146
H -1.9516 -1.9898 -3.0177 -0.170 -0.140 0.011
```
Forces are in eV/Å.

Löwdin population analysis, charges in e, atoms 1 to 6:
1. Ca 1.345
2. C -0.109
3. C -0.174
4. C -0.177
5. C -0.080
6. C -0.280



[2]
DFT (ωB97M-V with the def2-TZVPD basis set) results for C43H72ClGeInN3O8PSi3 as an isolated structure.

The net charge is -1. The expectation value of S² is 0.758. Its spin multiplicity is 2. The calculated total energy is -173745.08083 eV. The gap between HOMO and LUMO (alpha / beta) is 7.2 / 6.7 eV. For the LUMO energy (alpha / beta), the calculation gives 1.89 / 1.36 eV. The value obtained for the largest force on an atom is 0.36 eV/Å. The energy relative to the best compared isomer or geometry (same formula, charge and spin) is 5.6 kcal per mole. The HOMO energy (alpha / beta) comes out at -5.36 / -5.37 eV.

The geometry in XYZ format:
```
133
Properties=species:S:1:pos:R:3:forces:R:3
In 0.3080 -0.4328 -0.3722 -0.307 -0.148 -0.105
C 1.7395 0.8045 6.7053 0.013 0.002 0.034
C 0.6535 1.7710 6.3274 0.045 -0.008 0.053
C -0.2419 2.2308 7.2888 0.031 -0.013 0.011
C -1.2224 3.1517 6.9703 -0.004 0.025 -0.023
C -1.3122 3.6496 5.6794 0.002 -0.009 0.041
C -0.4414 3.2249 4.6840 0.026 -0.018 0.001
C -0.5491 3.8166 3.3059 0.019 -0.017 -0.011
C 0.5155 2.2659 5.0324 -0.036 -0.067 0.028
N 1.3935 1.7644 4.0053 -0.188 -0.017 0.003
C 1.4116 0.3949 3.6804 0.026 0.092 -0.102
O 0.6519 -0.3792 4.2081 -0.073 -0.083 0.000
C 2.4279 -0.0880 2.6798 0.011 0.071 0.096
C 3.7849 0.0334 2.9235 0.012 0.122 0.014
C 4.6511 -0.7252 2.1460 -0.017 -0.026 -0.032
C 4.1280 -1.6282 1.2352 0.056 0.047 0.015
C 2.7537 -1.6609 1.0558 0.011 -0.031 -0.030
N 1.9231 -0.8628 1.7210 -0.039 -0.167 0.198
C 2.0819 -2.7781 0.2765 -0.098 -0.070 -0.036
O 2.6849 -3.8340 0.1162 0.006 0.005 0.031
N 0.7962 -2.5289 -0.0409 0.230 0.055 0.040
C -0.1120 -3.6224 -0.0944 -0.039 0.028 0.102
C -0.3646 -4.3375 -1.2653 -0.008 -0.061 0.013
C 0.4985 -4.1215 -2.4689 -0.028 0.038 -0.022
C -1.3780 -5.2921 -1.2665 0.032 0.006 -0.023
C -2.1052 -5.5606 -0.1190 -0.019 0.000 0.027
C -1.7747 -4.9205 1.0674 0.016 -0.044 0.001
C -0.7623 -3.9687 1.1025 0.067 0.014 -0.079
C -0.2745 -3.4028 2.4072 0.001 -0.028 0.012
H 1.9735 0.9141 7.7638 -0.011 -0.007 0.007
H 2.6566 1.0007 6.1469 -0.019 0.013 0.027
H 1.4200 -0.2235 6.5250 0.006 0.010 0.005
H -0.1466 1.8642 8.3038 0.000 0.007 0.000
H -1.9076 3.5004 7.7330 -0.005 -0.006 -0.002
H -2.0679 4.3859 5.4331 0.001 0.005 -0.005
H -1.5186 4.3032 3.1917 -0.002 -0.004 -0.016
H -0.4354 3.0702 2.5194 -0.010 -0.020 0.004
H 0.2328 4.5607 3.1511 0.015 0.013 0.013
H 4.1433 0.6765 3.7220 -0.006 -0.021 -0.003
H 5.7186 -0.6349 2.2974 0.002 -0.025 0.004
H 4.7425 -2.3218 0.6786 0.017 0.017 -0.001
H 0.5946 -3.0614 -2.7102 0.005 0.003 -0.005
H 0.1068 -4.6453 -3.3408 -0.003 -0.006 -0.001
H 1.5001 -4.4940 -2.2543 0.029 0.014 -0.003
H -1.5874 -5.8334 -2.1825 -0.004 0.003 -0.001
H -2.9011 -6.2951 -0.1387 0.003 -0.003 0.005
H -2.2900 -5.1781 1.9863 0.003 0.000 0.002
H -0.9394 -3.6741 3.2284 -0.012 0.016 -0.005
H -0.1416 -2.3228 2.3908 0.069 -0.029 -0.022
H 0.7150 -3.8132 2.6274 -0.006 -0.010 0.024
C -2.8830 -2.1018 -1.6640 -0.028 0.035 0.020
C -3.3784 -1.7587 -0.2606 0.062 -0.008 -0.028
C -4.8909 -1.5324 -0.2868 0.000 0.023 0.008
P -2.3078 -0.4458 0.4860 -0.267 0.044 0.102
C -2.9603 1.2281 0.0308 0.033 0.014 -0.082
C -4.2867 1.6910 0.6361 0.010 -0.016 0.007
C -2.9924 1.3658 -1.4928 -0.032 -0.043 0.043
C -2.4956 -0.6260 2.3170 0.099 0.019 0.034
C -1.9243 0.6167 3.0002 -0.047 0.023 0.016
C -3.8693 -0.9931 2.8746 -0.006 -0.035 -0.042
H -3.4020 -2.9845 -2.0443 0.016 -0.014 0.021
H -1.8166 -2.3185 -1.6645 -0.027 0.017 -0.026
H -3.0613 -1.2823 -2.3626 -0.008 0.003 0.001
H -3.1645 -2.6202 0.3838 0.012 0.011 -0.035
H -5.1608 -0.7528 -1.0002 0.011 0.009 -0.013
H -5.3071 -1.2654 0.6817 0.001 0.002 -0.009
H -5.3761 -2.4539 -0.6186 0.002 -0.004 0.001
H -2.1683 1.8879 0.3987 0.012 -0.015 0.029
H -5.1171 1.0353 0.3802 0.001 -0.010 -0.023
H -4.5204 2.6836 0.2416 0.009 0.002 0.006
H -4.2408 1.7762 1.7189 -0.017 -0.023 0.026
H -3.7972 0.7753 -1.9329 -0.020 -0.017 0.020
H -2.0522 1.0538 -1.9532 -0.040 0.000 0.006
H -3.1636 2.4090 -1.7647 -0.019 -0.034 0.028
H -1.8339 -1.4667 2.5411 -0.035 0.109 0.005
H -2.5912 1.4731 2.8914 -0.015 0.005 0.018
H -0.9637 0.8952 2.5733 -0.001 0.009 0.004
H -1.7774 0.4370 4.0651 -0.012 -0.036 -0.010
H -4.6168 -0.2210 2.6929 -0.011 0.013 -0.017
H -3.7771 -1.1139 3.9566 0.000 0.014 0.002
H -4.2384 -1.9370 2.4716 0.003 0.005 0.005
O 4.3893 2.1352 5.4182 -0.062 -0.059 -0.130
Cl 4.8282 3.1459 4.4047 0.074 0.002 0.025
O 4.6538 4.4766 5.0055 0.020 0.049 0.037
O 6.2666 2.9124 4.1620 -0.029 -0.002 -0.009
O 2.0158 2.5783 3.2648 0.178 0.038 -0.090
C 1.7422 3.3869 0.4459 -0.018 0.040 -0.006
C 1.3376 1.9532 0.2691 -0.114 0.040 0.112
O 2.1089 1.1360 -0.2751 0.057 -0.032 -0.091
O 0.1711 1.5652 0.6481 0.195 0.038 -0.110
H 2.5022 3.4463 1.2223 0.006 -0.006 -0.004
H 0.8886 3.9974 0.7281 0.020 0.009 0.025
H 2.1788 3.7528 -0.4815 -0.045 0.004 0.053
C 3.0877 -2.5476 -3.8336 -0.032 0.027 -0.074
Si 2.8171 -0.6990 -3.6138 0.035 -0.040 0.096
C 3.3196 0.0598 -5.2685 -0.023 -0.023 0.023
C 4.0943 -0.1715 -2.3424 0.014 0.011 -0.058
Ge 0.5773 -0.0289 -2.9761 0.198 0.110 -0.164
Si -0.9352 -0.7127 -4.7135 -0.053 -0.053 0.063
C -1.6225 -2.4777 -4.6932 0.002 0.004 -0.031
C -2.4286 0.4542 -4.7660 -0.018 -0.023 -0.018
C -0.0604 -0.6052 -6.3784 0.009 0.023 0.010
Si 0.7588 2.3450 -3.3988 0.026 0.043 0.068
C -0.4960 3.3760 -2.4342 0.013 0.020 -0.054
C 0.4846 2.8206 -5.2065 -0.026 -0.012 0.018
C 2.4677 3.0111 -2.9661 0.013 -0.019 -0.030
H 4.0923 -2.6731 -4.2502 -0.004 -0.018 -0.007
H 2.3786 -3.0142 -4.5210 -0.013 -0.016 0.028
H 3.0547 -3.0786 -2.8829 -0.004 -0.004 0.030
H 4.3832 -0.1481 -5.4208 0.005 0.006 -0.008
H 3.1834 1.1391 -5.3111 -0.012 0.062 0.015
H 2.7712 -0.3830 -6.1004 -0.008 0.003 -0.012
H 5.0394 -0.6653 -2.5909 0.002 -0.008 -0.001
H 3.8201 -0.4511 -1.3261 -0.017 -0.006 0.002
H 4.2673 0.9035 -2.3452 -0.018 0.026 0.025
H -2.6733 -2.4534 -4.9968 0.005 -0.012 -0.017
H -1.5660 -2.9862 -3.7346 -0.017 0.027 0.001
H -1.0838 -3.0860 -5.4236 0.028 -0.016 0.025
H -3.2785 0.0172 -4.2360 0.018 0.026 0.008
H -2.7369 0.6118 -5.8037 -0.007 -0.019 -0.005
H -2.2301 1.4310 -4.3240 0.015 0.015 -0.026
H 0.7282 -1.3589 -6.4351 0.000 0.000 -0.004
H 0.3849 0.3682 -6.5763 0.009 0.028 -0.006
H -0.7836 -0.8206 -7.1713 -0.004 0.001 -0.005
H -1.4954 3.2887 -2.8659 0.061 0.012 -0.010
H -0.1959 4.4259 -2.5047 -0.013 0.011 0.021
H -0.5598 3.1085 -1.3780 0.006 -0.009 0.011
H -0.5014 2.5351 -5.5767 -0.007 -0.014 -0.012
H 1.2367 2.3867 -5.8664 0.014 -0.023 -0.007
H 0.5671 3.9094 -5.2832 -0.003 0.004 -0.004
H 2.8570 2.5833 -2.0437 -0.002 -0.010 -0.048
H 2.4093 4.0977 -2.8507 0.003 0.006 -0.023
H 3.1859 2.8065 -3.7611 0.020 -0.036 -0.037
```
Forces are in eV/Å.

Löwdin population analysis, charges in e, atoms 1 to 6:
1. In 0.605
2. C -0.024
3. C -0.177
4. C -0.043
5. C -0.080
6. C -0.053



- calculated total energy of number 1 (C55H70CaN2O4Si2)?
  -103539.56883 eV



- Among the records above, which one has the highest net charge?
  C43H72ClGeInN3O8PSi3



- Among the records above, which one has the highest net charge?
  C43H72ClGeInN3O8PSi3



- Among the records above, which one has the lowest largest force on an atom?
  C43H72ClGeInN3O8PSi3